C54H42NO3P3SiTi | ωB97M-V/def2-TZVPD

Output
- Kohn-Sham gap (spin up / spin down) (eV) = 7.3438 / 7.3431
- ⟨S²⟩ = 0.771
- E_HOMO (spin up / spin down) (Eh) = -0.3808 / -0.3747
- net charge = +1
- spin multiplicity = 2
- relative energy (zero: lowest compared OMol25 entry of this formula, charge and spin) (kcal/mol) = 0.0

Each line ends with the Mulliken spin population.
Cartesian coordinates (Å):
Ti  -0.66990  0.23776  -0.91671  0.92
P  1.95180  0.19028  -0.30373  0.06
P  -3.14520  -0.33766  -0.08559  0.05
P  -1.57203  2.86774  0.33443  -0.01
Si  -0.49277  0.19017  1.61831  -0.08
O  -0.51780  -1.12880  -2.46483  -0.02
O  0.42347  -3.08379  -2.09076  0.01
O  -0.56160  -1.98236  -0.50777  -0.01
N  -0.18025  -2.13439  -1.70468  0.00
C  -3.98030  -3.04602  -0.25117  0.00
C  3.00586  1.50663  0.41560  -0.01
C  0.92228  4.36735  3.23581  0.00
C  1.22284  3.21361  3.94389  0.00
C  -0.30260  3.05703  1.62948  0.01
C  -6.65336  2.58805  -0.72581  0.00
C  -4.17213  -4.22384  -2.33905  0.00
C  0.91166  -1.04312  1.92708  -0.01
C  4.71370  3.46562  1.43806  0.00
C  -1.54790  2.28801  -2.34366  0.00
C  4.44295  -0.46559  -1.41058  0.00
C  -4.56417  0.78463  -0.32663  -0.01
C  0.02946  1.87657  2.31639  -0.02
C  -4.94260  1.66072  0.68720  0.00
C  2.56949  -0.68400  -2.90038  0.02
C  4.21083  2.47706  2.26360  0.00
C  -4.40681  -1.01695  2.30826  0.00
C  0.79324  1.98052  3.47683  -0.01
C  -0.73264  2.76206  -1.29578  0.12
C  -2.30123  4.53488  0.21658  0.00
C  0.14942  4.29282  2.08614  0.00
C  3.06663  -0.37188  -1.63891  -0.02
C  4.78447  -1.20788  -3.67067  0.00
C  -3.44111  7.07249  0.22930  0.00
C  3.36354  1.50085  1.75632  0.00
C  -3.48978  -1.92479  -2.31870  0.01
C  -4.47819  -1.16362  3.68032  0.00
C  1.08779  2.97228  -2.86715  0.04
C  0.89888  -1.99688  2.94366  0.00
C  5.29336  -0.88787  -2.41711  0.00
C  2.96729  -2.04976  1.09675  -0.01
C  -3.78057  -3.08145  -3.02233  0.00
C  3.53881  2.49340  -0.41733  0.00
C  -3.20275  -0.64491  1.70334  0.00
C  0.28501  2.47526  -3.88651  0.00
C  -1.03456  2.13230  -3.62745  0.04
C  -2.40732  6.78080  -0.64667  0.00
C  1.89789  -2.95525  3.04390  0.00
C  -3.35760  -0.90338  4.46080  0.00
C  4.38013  3.46829  0.08800  0.00
C  -1.83520  5.51600  -0.65363  0.00
C  0.59258  3.10222  -1.57698  -0.05
C  -5.24453  0.82139  -1.54306  0.00
C  -3.34498  4.83411  1.08995  0.00
C  -2.17417  -0.50676  3.86290  0.00
C  -3.61019  -1.88686  -0.92857  -0.02
C  -2.06958  -0.38294  2.47381  0.00
C  -3.90830  6.09827  1.10064  0.00
C  1.97056  -1.08516  1.00371  0.00
C  -6.28052  1.72144  -1.74231  0.00
C  -4.26218  -4.20543  -0.95646  0.00
C  2.92916  -2.98528  2.11917  0.00
C  -5.98552  2.55022  0.48897  0.00
C  3.42493  -1.10109  -3.91074  0.00
H  2.11022  3.24975  -3.08527  0.00
H  0.68612  2.36003  -4.88413  0.00
H  4.85364  -0.19488  -0.44641  0.00
H  -4.98840  0.13014  -2.33277  0.00
H  -1.66588  1.76120  -4.42413  0.00
H  4.79230  4.21951  -0.57250  0.00
H  -5.40947  -1.46130  4.14349  0.00
H  5.45020  -1.53420  -4.45826  0.00
H  -4.54569  -5.10297  -0.42309  0.00
H  -5.29095  -1.17270  1.70177  0.00
H  1.80030  3.27534  4.85727  0.00
H  3.33671  2.47417  -1.47958  0.00
H  -3.88611  8.05825  0.23321  0.00
H  -6.28196  3.21518  1.28973  0.00
H  5.37664  4.22273  1.83405  0.00
H  -4.02960  -3.05558  0.82814  0.00
H  1.27181  5.32883  3.58747  0.00
H  -6.80460  1.73338  -2.68874  0.00
H  -1.31946  -0.26822  4.48578  0.00
H  -4.71505  6.32505  1.78483  0.00
H  3.69695  -3.74433  2.18494  0.00
H  -1.02926  5.30248  -1.34447  0.00
H  3.76031  -2.09090  0.36367  0.00
H  1.51024  -0.60584  -3.10968  0.00
H  -3.70640  4.07124  1.76886  0.00
H  1.06395  1.07954  4.01684  0.00
H  -3.41624  -0.99231  5.53761  0.00
H  -0.12356  5.20021  1.56203  0.00
H  4.47935  2.45163  3.31149  0.00
H  0.08195  -2.01720  3.65536  0.00
H  2.99832  0.72392  2.41261  0.00
H  -4.39054  -5.13271  -2.88263  0.00
H  -4.43160  1.63364  1.64237  0.00
H  1.85693  -3.69121  3.83603  0.00
H  6.35595  -0.96288  -2.22819  0.00
H  -3.14372  -1.05093  -2.85951  0.00
H  3.02546  -1.34555  -4.88586  0.00
H  -2.59516  2.06662  -2.14230  -0.01
H  -3.68671  -3.09672  -4.09968  0.00
H  -7.46821  3.28316  -0.87435  0.00
H  1.22814  3.46284  -0.77715  0.00
H  -2.04053  7.53724  -1.32760  0.00